[1]
{
  "formula": "C4H10NO2S",
  "method": "wB97M-V/def2-TZVPD",
  "spin_multiplicity": 1,
  "lumo_energy_ev": 3.728,
  "e_tot_ha": -761.90344,
  "homo_ev": -4.112,
  "gap_ev": 7.84,
  "total_charge": -1,
  "symbols": ["C", "C", "S", "N", "H", "H", "H", "H", "H", "H", "O", "C", "O", "C", "H", "H", "H", "H"],
  "coordinates": [[-1.958, -0.074, -0.936], [-1.506, -1.424, -1.477], [0.257, -1.850, -1.237], [-1.262, 1.096, -1.432], [-1.868, -0.066, 0.145], [-3.024, 0.036, -1.165], [-1.702, -1.460, -2.553], [-2.115, -2.206, -1.017], [-1.139, 1.033, -2.434], [-0.332, 1.150, -1.024], [1.572, 1.495, 0.295], [1.505, 0.644, 1.171], [0.684, -0.340, 1.209], [2.436, 0.736, 2.378], [0.499, -1.046, 0.055], [1.925, 1.241, 3.197], [3.329, 1.301, 2.119], [2.701, -0.266, 2.704]],
  "mulliken_charge": [-0.64, -0.50, -0.44, -0.59, 0.35, 0.34, 0.28, 0.28, 0.22, 0.31, -0.68, 0.78, -0.66, -1.04, 0.19, 0.21, 0.31, 0.28]
}

[2]
{
  "formula": "C4H10NO2S",
  "method": "wB97M-V/def2-TZVPD",
  "spin_multiplicity": 1,
  "lumo_energy_ev": 3.596,
  "e_tot_ha": -761.89330,
  "homo_ev": -3.141,
  "gap_ev": 6.74,
  "total_charge": -1,
  "symbols": ["O", "C", "N", "C", "C", "S", "C", "H", "H", "H", "H", "H", "H", "H", "H", "H", "H", "O"],
  "coordinates": [[0.593, -2.490, 2.199], [0.421, -1.394, 1.676], [-0.072, -1.245, 0.431], [-0.418, 0.013, -0.268], [0.086, 1.262, 0.444], [0.169, 2.691, -0.700], [-1.942, 0.079, -0.468], [0.677, -0.466, 2.192], [-0.138, -2.132, -0.048], [0.056, -0.043, -1.246], [1.087, 1.106, 0.849], [-0.585, 1.516, 1.269], [-2.217, -0.228, -1.473], [-2.484, -0.546, 0.250], [-2.294, 1.104, -0.377], [2.447, -0.424, -1.196], [2.132, 1.020, -1.589], [2.480, 0.177, -1.946]],
  "mulliken_charge": [-0.65, -0.03, -0.12, 0.55, -1.44, -0.52, -1.32, 0.36, 0.24, 0.29, 0.38, 0.38, 0.31, 0.35, 0.30, 0.30, 0.29, -0.67]
}

[3]
{
  "formula": "C4H10NO3",
  "method": "wB97M-V/def2-TZVPD",
  "spin_multiplicity": 1,
  "lumo_energy_ev": 3.724,
  "e_tot_ha": -438.93860,
  "homo_ev": -4.290,
  "gap_ev": 8.01,
  "total_charge": -1,
  "symbols": ["C", "N", "C", "O", "O", "C", "C", "H", "H", "H", "H", "H", "H", "H", "H", "H", "H", "O"],
  "coordinates": [[-0.309, -0.304, 1.203], [-1.471, -0.776, 0.486], [-1.246, -1.265, -0.930], [-2.199, -1.249, -1.704], [-0.021, -1.319, -1.090], [0.541, 0.933, 0.593], [1.185, 1.813, 1.641], [0.407, -1.157, 1.442], [-0.627, 0.039, 2.189], [-2.326, -0.193, 0.418], [1.319, 0.572, -0.029], [-0.223, 1.509, -0.072], [1.988, 1.291, 2.147], [1.591, 2.674, 1.254], [0.596, 2.158, 2.470], [-0.533, -1.271, -3.336], [0.964, -1.909, -2.978], [0.363, -1.545, -3.705]],
  "mulliken_charge": [-0.66, -0.40, 0.56, -0.75, -0.68, -0.08, -1.45, 0.17, 0.46, 0.26, 0.20, 0.21, 0.33, 0.44, 0.39, 0.34, 0.33, -0.68]
}

[4]
{
  "formula": "C4H10NO3",
  "method": "wB97M-V/def2-TZVPD",
  "spin_multiplicity": 1,
  "lumo_energy_ev": 3.698,
  "e_tot_ha": -438.85584,
  "homo_ev": -2.640,
  "gap_ev": 6.34,
  "total_charge": -1,
  "symbols": ["C", "C", "N", "C", "C", "O", "O", "H", "H", "H", "H", "H", "H", "H", "H", "H", "H", "O"],
  "coordinates": [[-1.383, 0.607, 2.292], [-1.820, 0.156, 0.981], [-1.189, 0.414, -0.219], [0.242, 0.865, -0.246], [1.401, -0.332, 0.089], [2.542, 0.303, -0.225], [-2.789, -0.568, 0.852], [-0.343, 0.333, 2.320], [-1.872, 0.083, 3.091], [-1.148, 1.667, 2.667], [-1.561, 0.052, -1.072], [0.507, 1.334, -1.228], [0.437, 1.603, 0.467], [1.283, -0.611, 1.184], [1.189, -1.194, -0.666], [0.795, -1.233, -3.656], [2.066, -1.749, -2.905], [1.644, -1.731, -3.726]],
  "mulliken_charge": [-0.92, 0.65, -0.08, -0.88, 0.04, -0.87, -0.69, 0.18, 0.31, 0.29, 0.23, 0.35, 0.29, 0.13, -0.02, 0.32, 0.35, -0.67]
}

[5]
{
  "formula": "C4H10NO3",
  "method": "wB97M-V/def2-TZVPD",
  "spin_multiplicity": 1,
  "lumo_energy_ev": 3.393,
  "e_tot_ha": -438.79021,
  "homo_ev": -3.203,
  "gap_ev": 6.60,
  "total_charge": -1,
  "symbols": ["O", "C", "O", "C", "C", "C", "N", "H", "H", "H", "H", "H", "H", "H", "H", "H", "H", "O"],
  "coordinates": [[-1.336, 2.611, 0.742], [-0.376, 2.154, -0.063], [0.156, 2.695, -1.030], [-0.065, 0.653, 0.387], [1.054, 0.178, -0.529], [1.663, -1.155, -0.095], [-1.405, 0.015, 0.253], [0.300, 0.508, 1.421], [1.738, 1.022, -0.646], [0.496, 0.069, -1.474], [1.105, -1.477, 0.783], [1.461, -1.969, -0.786], [2.724, -1.130, 0.193], [-1.628, 2.086, -0.264], [-2.107, 0.529, 0.764], [-1.426, -1.023, 0.372], [-1.518, -3.058, -0.312], [-0.835, -2.707, 0.284]],
  "mulliken_charge": [-0.51, 0.36, -0.58, 0.28, -0.39, -1.09, -0.71, 0.29, 0.30, 0.24, 0.33, 0.32, 0.29, 0.35, 0.17, 0.32, 0.13, -1.10]
}

[6]
{
  "formula": "C4H10NO3",
  "method": "wB97M-V/def2-TZVPD",
  "spin_multiplicity": 1,
  "lumo_energy_ev": 3.730,
  "e_tot_ha": -438.87300,
  "homo_ev": -4.852,
  "gap_ev": 8.58,
  "total_charge": -1,
  "symbols": ["C", "C", "C", "C", "O", "O", "N", "H", "H", "H", "H", "H", "H", "H", "H", "H", "H", "O"],
  "coordinates": [[0.668, 1.504, -0.963], [1.381, 0.422, -0.019], [0.488, -0.780, 0.129], [-1.013, -0.641, 0.370], [-1.412, 0.153, 1.265], [-1.736, -1.299, -0.419], [2.879, 0.038, -0.319], [0.267, 1.001, -1.847], [-0.236, 1.772, -0.453], [1.319, 2.330, -1.244], [1.462, 0.890, 0.967], [0.886, -1.460, 0.933], [0.489, -1.313, -0.802], [2.031, 0.021, -1.134], [3.289, 0.965, -0.316], [-3.381, -1.512, 0.607], [-3.409, -0.739, 1.870], [-3.972, -1.351, 1.374]],
  "mulliken_charge": [-1.24, -0.02, -0.60, 0.58, -0.76, -0.82, -0.75, 0.34, 0.37, 0.37, 0.37, 0.18, 0.27, 0.44, 0.27, 0.38, 0.33, -0.70]
}